C43H36N2O5P2S3Sc | ωB97M-V/def2-TZVPD

The calculation puts the energy above the lowest of the compared OMol25 structures with the same formula, charge and spin at 9.7 kcal/mol. Its total charge is +1. For the gap between HOMO and LUMO, the calculation gives 7.8998 eV. As for the HOMO energy: -11.0391 eV. The energy is -4783.84994 a.u.

Last column: Mulliken charge in e.
Geometry (Å):
Sc 1.04070 0.11466 -0.53126  0.3254
O -0.52036 -2.79086 -2.15605  -1.1125
S -0.83418 -1.71481 -1.17481  1.5584
C -2.32883 -0.97368 -1.81542  0.6511
C -3.09120 -1.73732 -2.69338  -0.7029
C -4.28701 -1.22542 -3.16034  -0.9716
C -4.70579 0.04142 -2.76061  -0.8424
C -3.90449 0.80928 -1.93578  -0.6319
C -2.68685 0.31540 -1.46253  -0.8231
P -1.55078 1.36440 -0.48071  2.5655
C -1.77225 2.95483 -1.35703  0.4886
C -1.00579 3.19259 -2.49517  -0.5441
C -1.19327 4.34204 -3.24661  -0.8815
C -2.15030 5.27172 -2.86935  -0.5656
C -2.92927 5.03843 -1.74376  -0.8459
C -2.74481 3.88534 -0.99266  -0.4072
C -2.48757 1.54842 1.08609  0.5149
C -2.29153 2.66485 1.90338  -0.2838
C -2.93242 2.76746 3.12993  -1.0755
C -3.77542 1.74900 3.56415  -0.7110
C -3.96834 0.62997 2.76766  -0.7801
C -3.32735 0.52849 1.53406  -0.7283
C -1.50401 -2.45336 0.33092  -0.1604
C -2.53331 -3.34579 0.05123  -0.6601
C -3.24562 -3.95093 1.06389  -0.9901
C -2.92426 -3.64322 2.37497  -1.1002
C -1.86824 -2.79189 2.65638  -0.6905
C -1.10086 -2.17014 1.65773  1.8713
P 0.59356 -1.69412 2.28842  0.0738
C 0.32498 -1.29570 4.06423  0.6519
C -0.74415 -0.55039 4.57165  0.2948
C -0.77864 -0.19665 5.91160  -0.9301
C 0.25536 -0.58040 6.76270  -0.6393
C 1.31552 -1.32612 6.27005  -0.6882
C 1.34823 -1.68611 4.92393  -0.9482
C 1.19822 0.05399 1.89320  -0.1936
C 2.57280 0.13486 1.59998  -0.0275
C 3.22385 1.35786 1.56346  -0.6391
C 2.52534 2.52506 1.83584  -0.9250
C 1.18207 2.45893 2.16952  -0.9693
C 0.52647 1.23714 2.19816  0.9000
H -2.72851 -2.70575 -3.01864  0.6434
H -4.88958 -1.80871 -3.84415  0.4611
H -5.64700 0.44223 -3.12165  0.4573
H -4.21191 1.81570 -1.67960  0.5127
H -0.27431 2.47273 -2.81874  0.2707
H -0.58361 4.50841 -4.12534  0.4756
H -2.29730 6.17216 -3.45434  0.4015
H -3.68580 5.75496 -1.44714  0.4457
H -3.37497 3.71801 -0.13153  0.3932
H -1.62994 3.46016 1.57902  0.8174
H -2.77788 3.64632 3.74600  0.4396
H -4.28526 1.83439 4.51768  0.4827
H -4.62348 -0.17032 3.09850  0.4321
H -3.49580 -0.35194 0.92325  0.3403
H -2.77079 -3.57234 -0.98221  0.4715
H -4.03919 -4.65100 0.82976  0.4597
H -3.47433 -4.08996 3.19495  0.4581
H -1.61076 -2.64270 3.69230  0.4965
H -1.56231 -0.25248 3.92256  0.4048
H -1.61517 0.38092 6.29503  0.4966
H 0.22930 -0.29836 7.80995  0.4090
H 2.11574 -1.63961 6.93222  0.4197
H 2.17587 -2.27429 4.53914  0.4113
H 3.13234 -0.76714 1.46859  0.6035
H 4.27793 1.39376 1.32165  0.4369
H 3.02880 3.48240 1.79939  0.4402
H 0.64217 3.36276 2.42925  0.5103
H -0.49099 1.19209 2.53439  0.2348
O 0.93423 0.37108 -2.48592  -0.3832
S 2.08834 1.37587 -2.22395  0.6636
O 2.40042 2.22660 -3.31313  -0.7320
O 3.11798 0.48625 -1.65217  -0.3028
O 1.50335 2.03359 -0.97834  -0.2949
N 2.23914 -2.43698 -3.07208  -0.0412
C 2.91312 -2.35778 -1.94954  0.3408
S 2.09633 -2.38215 -0.39225  -0.2036
N 4.24445 -2.32440 -1.97977  0.0523
C 5.09855 -2.04546 -3.09749  0.3507
C 4.71741 -1.18965 -4.12478  0.0582
C 5.60309 -0.93432 -5.16352  -0.8509
C 6.86347 -1.51144 -5.17254  -0.5220
C 7.24430 -2.34530 -4.12758  -0.4970
C 6.36347 -2.61568 -3.09213  -0.4873
H 1.22904 -2.50635 -3.01148  0.1504
H 2.69889 -2.44351 -3.96773  0.3319
H 4.67674 -2.37163 -1.07655  0.2877
H 3.76991 -0.66759 -4.08475  0.2274
H 5.30778 -0.25932 -5.95886  0.3981
H 7.55236 -1.30256 -5.98201  0.3963
H 8.23017 -2.79457 -4.12160  0.3927
H 6.65402 -3.27624 -2.27980  0.4121